No. 1
ORCA calculation (ωB97M-V/def2-TZVPD) on one molecule with the formula C3H4N2O2 in a non-equilibrium geometry.

Last column: Mulliken charge in e.
CARTESIAN COORDINATES (ANGSTROEM)
O (1.82346, -0.32802, 0.22648)  -0.58
C (0.62484, -0.41465, 0.22164)  0.22
N (-0.22177, -1.51682, -0.21651)  -0.21
N (-1.53904, -0.83085, -0.61942)  -0.41
C (-1.32529, 0.45015, -0.23908)  -0.31
C (-0.14527, 0.67796, 0.68631)  0.53
O (0.44902, 1.68072, -0.04933)  -0.54
H (-0.03843, -2.29443, -1.00134)  0.33
H (-2.21093, 1.13155, -0.36093)  0.35
H (-0.02978, 0.94657, 1.85654)  0.29
H (1.49925, 1.54759, -0.07319)  0.34

The calculation puts the frontier orbital gap at 9.9 eV. Its SMILES is O=C1NN=C[C@@H]1O. The net charge is 0. Its HOMO energy is -9.833 eV.

***

No. 2
ORCA calculation (ωB97M-V/def2-TZVPD) on one molecule with the formula C7H10S in a non-equilibrium geometry.

Last column: Mulliken spin population.
CARTESIAN COORDINATES (ANGSTROEM)
C (-2.50691, 0.36148, 0.92381)  0.02
C (-3.03368, 0.65688, -0.21257)  0.01
C (1.11506, -0.71952, 0.07545)  0.03
C (-0.49258, 1.29186, -0.51534)  -0.03
C (2.58681, -0.61951, 0.33968)  -0.07
C (-1.60418, 0.25562, -0.28243)  0.03
C (0.63122, 0.75163, 0.39196)  0.68
S (2.71611, 1.11779, -0.17754)  1.33
H (-2.52175, 0.27739, 1.98885)  -0.01
H (-3.75197, 1.15627, -0.84914)  0.00
H (1.16345, -1.07627, -0.95722)  0.02
H (0.48127, -1.34465, 0.68666)  0.01
H (-0.22597, 1.18963, -1.49314)  -0.02
H (-0.91118, 2.25167, -0.37329)  0.01
H (2.80729, -0.60152, 1.33005)  0.02
H (3.13432, -1.27053, -0.34537)  0.01
H (-1.29216, -0.77971, -0.57464)  -0.01
H (0.78446, 0.98369, 1.49041)  -0.03

The calculation puts the frontier orbital gap (alpha / beta) at 6.3 / 6.8 eV. The net charge is 0. Its HOMO energy (alpha / beta) is -5.205 / -8.773 eV. Its spin multiplicity is 3.

***

No. 3
ORCA calculation (ωB97M-V/def2-TZVPD) on C29H44BN7OSZr as an isolated structure in a non-equilibrium geometry.

Last column: Mulliken spin population.
CARTESIAN COORDINATES (ANGSTROEM)
Zr (0.05522, 0.00866, -0.15322)  0.88
C (-2.26587, -0.79867, 4.44539)  0.00
C (-2.01723, -1.26512, 3.04951)  0.00
C (-2.07690, -2.55006, 2.53402)  0.00
C (-1.74231, -2.43495, 1.18701)  0.02
N (-1.49115, -1.15883, 0.90107)  0.01
N (-1.66075, -0.43036, 2.05905)  0.03
B (-1.67147, 1.14526, 2.03930)  -0.15
N (-0.22942, 1.75084, 2.16554)  0.03
N (0.58768, 1.77321, 1.06018)  0.02
C (1.64277, 2.53824, 1.35351)  0.02
C (1.53462, 2.97641, 2.67261)  0.01
C (0.33304, 2.47237, 3.14495)  0.00
C (-0.32023, 2.65624, 4.47530)  0.00
C (2.72353, 2.87495, 0.35352)  0.00
C (2.17655, 2.83384, -1.07229)  0.01
C (3.88823, 1.88923, 0.49526)  0.00
C (3.22543, 4.29523, 0.64067)  0.00
N (-2.27844, 1.62019, 0.68582)  -0.02
N (-1.74676, 1.27571, -0.54824)  0.03
C (-2.49444, 1.87727, -1.47194)  0.03
C (-3.50732, 2.61111, -0.85518)  0.02
C (-3.33910, 2.42283, 0.50317)  0.00
C (-4.14026, 2.98074, 1.63322)  0.00
C (-2.26668, 1.76772, -2.95947)  -0.05
C (-3.49380, 1.09810, -3.59514)  0.00
C (-2.10685, 3.18589, -3.52787)  0.00
C (-1.02260, 0.95419, -3.29382)  0.15
C (-1.69236, -3.51156, 0.13272)  -0.02
C (-3.12661, -4.00808, -0.09587)  0.00
C (-0.79780, -4.65467, 0.62383)  0.00
C (-1.13658, -2.96656, -1.17774)  0.03
H (-2.67241, -1.61654, 5.03622)  0.00
H (-2.96895, 0.03242, 4.47726)  0.00
H (-1.33986, -0.46881, 4.91874)  0.00
H (-2.34084, -3.44458, 3.07413)  0.00
H (-2.33636, 1.53952, 2.94856)  0.00
H (2.21161, 3.61740, 3.21096)  0.00
H (0.24617, 3.37468, 5.06390)  0.00
H (-0.35540, 1.71768, 5.02951)  0.00
H (-1.34214, 3.01894, 4.36989)  0.00
H (1.93139, 1.82258, -1.41021)  0.01
H (2.94140, 3.19076, -1.76506)  0.00
H (1.29153, 3.46221, -1.18754)  0.00
H (3.56526, 0.86382, 0.31965)  0.00
H (4.31632, 1.93247, 1.49824)  0.00
H (4.67089, 2.13650, -0.22602)  0.00
H (2.40712, 5.01750, 0.62532)  0.00
H (3.95318, 4.58688, -0.11898)  0.00
H (3.72156, 4.36195, 1.61007)  0.00
H (-4.26996, 3.20762, -1.32722)  0.00
H (-4.94686, 3.59300, 1.23543)  0.00
H (-3.52980, 3.60280, 2.28816)  0.00
H (-4.57843, 2.18899, 2.24046)  0.00
H (-4.40372, 1.66942, -3.40800)  0.00
H (-3.64141, 0.09006, -3.20132)  0.00
H (-3.35638, 1.02470, -4.67596)  0.00
H (-2.99550, 3.79329, -3.35430)  0.00
H (-1.94384, 3.13558, -4.60665)  0.00
H (-1.25291, 3.69890, -3.08016)  0.00
H (-1.07821, -0.07103, -2.91618)  -0.03
H (-0.10944, 1.41411, -2.90465)  -0.03
H (-0.91630, 0.88609, -4.37835)  0.00
H (-3.54899, -4.43287, 0.81599)  0.00
H (-3.13883, -4.78064, -0.86841)  0.00
H (-3.77289, -3.18902, -0.41752)  0.00
H (-1.20002, -5.11588, 1.52739)  0.00
H (0.20906, -4.29361, 0.84666)  0.00
H (-0.72502, -5.42824, -0.14374)  0.00
H (-1.74720, -2.15054, -1.57872)  -0.01
H (-1.10994, -3.75441, -1.93245)  0.00
H (-0.10428, -2.62690, -1.06119)  -0.03
O (1.35063, -0.64590, -1.57464)  -0.02
N (2.46510, -1.43009, -1.37862)  0.05
C (3.15377, -1.73301, -2.49451)  0.00
C (4.26664, -2.51798, -2.41477)  0.00
C (4.64455, -2.99038, -1.14936)  0.00
C (3.90986, -2.67209, -0.04280)  0.00
C (2.75592, -1.86152, -0.14756)  0.02
S (1.74764, -1.40005, 1.17280)  -0.02
H (2.75666, -1.30169, -3.40100)  0.00
H (4.81935, -2.75104, -3.31213)  0.00
H (5.52300, -3.61484, -1.04506)  0.00
H (4.17562, -3.02882, 0.94236)  0.00

The calculation puts the frontier orbital gap (alpha / beta) at 6.2 / 8.7 eV. The net charge is +1. Its HOMO energy (alpha / beta) is -8.629 / -11.129 eV. Its spin multiplicity is 2.

***

Calculated energy relative to the best compared isomer or geometry (same formula, charge and spin) (kcal per mole), listed in the same order as above: 115.18; 55.17; 2.85